{"formula": "C53H46CoFN6O5P2S", "method": "the ωB97M-V functional and the def2-TZVPD basis", "energy_ev": -144626.2640, "multiplicity": 5, "charge": 2, "homo_energy_ev": [-11.2, -12.8], "lumo_energy_ev": [-5.942, -8.149], "fmax_ev_per_a": 0.6, "species": ["Co", "C", "C", "N", "N", "C", "N", "S", "C", "C", "C", "C", "C", "N", "H", "H", "H", "H", "H", "H", "H", "H", "H", "H", "C", "C", "C", "C", "C", "C", "C", "C", "P", "C", "C", "C", "C", "C", "C", "C", "C", "C", "C", "C", "C", "C", "O", "C", "C", "C", "C", "C", "C", "P", "C", "C", "C", "C", "C", "C", "C", "C", "C", "C", "C", "C", "H", "H", "H", "H", "H", "H", "H", "H", "H", "H", "H", "H", "H", "H", "H", "H", "H", "H", "H", "H", "H", "H", "H", "H", "H", "H", "H", "H", "H", "H", "H", "H", "F", "C", "C", "N", "C", "C", "O", "O", "C", "O", "N", "C", "O", "H", "H", "H", "H"], "xyz": [[-0.48191, -0.36751, -0.08364], [-4.35177, 1.22900, -1.10252], [-3.07552, 0.44946, -1.03479], [-2.17993, 0.57885, -0.00711], [-1.79524, 1.92325, 0.36699], [-0.12214, 0.78651, 1.59127], [-0.88173, 3.18579, 2.11166], [1.05689, 0.53168, 2.60742], [-2.68755, -0.50892, -1.99759], [-3.54605, -0.97903, -3.01290], [-3.07147, -1.86896, -3.94667], [-1.74739, -2.29984, -3.86016], [-0.95726, -1.81095, -2.83715], [-1.38026, -0.93088, -1.92250], [-4.48682, 1.86422, -0.22305], [-5.21325, 0.55558, -1.12987], [-4.39746, 1.85650, -1.99614], [-2.55148, 2.60488, 0.30869], [-1.75095, 3.65818, 2.33883], [0.19279, 4.52750, 3.22991], [-4.57041, -0.62694, -3.04723], [-3.71627, -2.22978, -4.73892], [-1.33036, -3.00037, -4.57103], [0.06556, -2.13392, -2.75274], [5.34931, 3.65175, -1.20720], [4.56916, 3.19625, 0.04281], [5.26065, 3.72813, 1.30670], [4.53860, 1.66748, 0.07335], [5.72075, 0.93865, 0.13083], [5.71847, -0.44256, 0.04683], [4.51873, -1.12988, -0.03302], [3.29982, -0.45613, -0.00236], [1.69783, -1.40636, 0.00392], [1.96336, -2.49437, -1.43058], [1.64934, -3.84738, -1.41017], [1.80791, -4.61400, -2.56067], [2.27851, -4.03425, -3.72849], [2.58780, -2.67669, -3.75622], [2.42914, -1.91027, -2.61247], [1.84905, -2.52717, 1.45880], [0.93927, -2.46345, 2.51903], [1.07440, -3.28279, 3.63088], [2.11453, -4.19702, 3.70373], [3.00568, -4.29835, 2.64650], [2.87134, -3.47567, 1.53728], [3.35959, 0.94222, -0.01075], [2.15317, 1.57351, -0.14504], [2.05509, 2.93241, -0.21551], [0.75993, 3.42048, -0.47721], [0.57070, 4.79887, -0.54530], [1.63899, 5.64632, -0.32744], [2.91007, 5.12652, -0.10105], [3.15607, 3.75897, -0.06002], [-0.37393, 2.09509, -0.91172], [-1.22773, 1.82915, 1.76087], [0.06442, 3.44410, 3.18933], [-0.32281, 2.95443, 4.54792], [-1.29378, 2.09475, 4.87437], [-2.19419, 1.31616, 4.01626], [-2.20500, 1.14933, 2.69070], [-1.39675, 2.74413, -2.25522], [-2.27489, 3.82360, -2.12959], [-2.99688, 4.26537, -3.22684], [-2.84351, 3.63652, -4.45772], [-1.96570, 2.56945, -4.59370], [-1.24514, 2.12118, -3.49443], [6.36994, 3.26553, -1.18780], [5.40308, 4.74223, -1.25361], [4.86417, 3.29260, -2.11710], [6.29200, 3.37565, 1.36206], [4.73723, 3.39716, 2.20689], [5.28905, 4.81971, 1.30536], [6.66743, 1.46114, 0.21008], [6.65420, -0.98775, 0.03513], [4.54516, -2.20146, -0.14708], [1.25714, -4.30199, -0.50767], [1.56891, -5.67120, -2.53849], [2.40975, -4.63788, -4.61827], [2.95711, -2.21997, -4.66732], [2.66498, -0.85129, -2.63477], [0.10233, -1.78750, 2.48021], [0.35468, -3.21132, 4.43901], [2.22381, -4.83567, 4.57128], [3.80794, -5.02614, 2.67686], [3.55932, -3.61841, 0.71998], [-0.40489, 5.21179, -0.76647], [1.49620, 6.71925, -0.36595], [3.73886, 5.81541, 0.02361], [1.05236, 3.06353, 2.91002], [0.24150, 3.40400, 5.36220], [-1.44823, 1.93090, 5.93550], [-2.94283, 0.74313, 4.55578], [-2.89574, 0.44963, 2.23624], [-2.40041, 4.33186, -1.17754], [-3.67465, 5.10477, -3.12625], [-3.40835, 3.98617, -5.31367], [-1.84481, 2.08457, -5.55442], [-0.56690, 1.28018, -3.59269], [-5.25271, -6.96726, 1.49975], [-4.97259, -5.73383, 1.77339], [-4.36983, -4.94167, 0.84962], [-4.09554, -3.64290, 1.12382], [-3.35346, -2.88217, 0.20886], [-1.77639, -3.35361, 0.34769], [-1.64823, -4.56139, 0.41713], [-1.00155, -2.38913, 0.34302], [-4.33313, -3.06833, 2.42543], [-3.99576, -1.94502, 2.67286], [-4.95616, -3.90336, 3.30859], [-5.33780, -5.24005, 3.11692], [-5.88264, -5.88221, 3.96131], [-4.09236, -5.31648, -0.12501], [-3.42216, -1.82752, 0.43391], [-3.61969, -3.11943, -0.81930], [-5.15166, -3.51710, 4.22273]], "atomic_forces_ev_per_a": [[0.24, 0.18, -0.43], [0.07, -0.03, 0.02], [0.14, 0.13, -0.04], [-0.24, -0.12, 0.27], [0.46, -0.28, -0.11], [-0.05, 0.38, 0.51], [0.04, -0.02, -0.03], [0.03, 0.15, -0.19], [0.15, 0.05, -0.08], [-0.05, 0.04, 0.05], [-0.03, -0.01, -0.02], [-0.03, -0.01, -0.05], [-0.06, 0.11, 0.10], [-0.04, -0.17, 0.06], [0.01, -0.04, -0.05], [0.00, 0.03, 0.01], [-0.01, 0.00, 0.01], [-0.14, 0.02, -0.01], [-0.02, 0.02, 0.07], [-0.02, 0.03, -0.01], [0.08, -0.02, -0.02], [0.01, 0.02, 0.04], [-0.01, 0.04, 0.04], [0.05, -0.02, 0.03], [0.01, 0.01, 0.01], [-0.02, -0.02, -0.02], [-0.01, 0.00, 0.06], [0.07, 0.10, -0.05], [0.08, 0.01, 0.00], [0.04, -0.06, 0.00], [-0.02, 0.04, 0.04], [-0.14, 0.03, -0.03], [0.19, -0.10, -0.17], [0.23, 0.10, 0.04], [-0.18, -0.07, -0.02], [-0.05, -0.04, 0.06], [0.02, 0.07, -0.05], [-0.01, -0.01, 0.00], [0.07, -0.06, 0.02], [0.04, -0.03, 0.01], [0.10, -0.11, -0.06], [-0.03, -0.02, 0.04], [-0.02, 0.02, 0.02], [0.03, 0.00, -0.04], [-0.06, -0.04, 0.04], [-0.13, 0.05, 0.02], [-0.21, 0.08, -0.01], [-0.06, -0.16, 0.05], [0.22, -0.27, 0.03], [-0.03, 0.04, 0.04], [-0.01, 0.09, 0.00], [0.05, 0.04, 0.02], [0.08, 0.01, -0.04], [-0.40, 0.33, -0.10], [-0.08, -0.14, -0.09], [-0.03, -0.10, -0.07], [0.07, 0.06, 0.02], [-0.11, -0.08, -0.03], [0.07, 0.06, 0.13], [-0.07, 0.00, -0.16], [0.01, 0.06, 0.00], [-0.02, -0.01, 0.00], [-0.02, 0.02, 0.03], [0.01, -0.01, -0.03], [-0.01, 0.01, 0.02], [-0.02, 0.01, 0.01], [-0.05, 0.03, 0.01], [0.00, -0.08, 0.01], [0.03, 0.02, 0.03], [-0.06, 0.01, 0.00], [0.03, 0.02, -0.04], [0.00, -0.07, 0.00], [-0.05, -0.03, -0.03], [-0.06, 0.03, 0.01], [-0.01, -0.03, 0.05], [0.04, -0.02, -0.04], [0.00, 0.08, 0.01], [0.00, 0.03, 0.03], [-0.02, -0.03, 0.06], [0.05, -0.03, -0.02], [-0.13, -0.11, -0.06], [0.05, 0.00, -0.05], [-0.02, 0.02, -0.03], [-0.05, 0.05, 0.00], [0.02, 0.01, -0.06], [0.05, -0.03, 0.00], [0.01, -0.07, 0.00], [-0.06, -0.04, -0.01], [0.04, 0.04, -0.01], [-0.04, -0.07, -0.05], [0.01, -0.03, -0.06], [0.04, 0.07, -0.01], [0.00, 0.05, 0.04], [-0.01, -0.02, -0.04], [0.03, -0.05, 0.00], [0.04, -0.02, 0.04], [0.00, 0.02, 0.04], [-0.03, 0.01, -0.02], [-0.11, -0.42, -0.05], [0.12, 0.37, 0.10], [0.11, -0.01, 0.04], [-0.37, 0.05, 0.14], [-0.11, 0.02, 0.05], [0.31, -0.20, 0.01], [-0.02, 0.34, -0.04], [-0.14, -0.36, 0.22], [0.00, -0.19, -0.08], [0.03, 0.10, -0.04], [-0.01, -0.08, -0.11], [0.14, 0.17, -0.14], [-0.06, -0.10, 0.08], [-0.05, 0.02, 0.00], [0.05, 0.08, 0.05], [0.02, -0.02, -0.01], [-0.01, 0.05, 0.05]], "lowdin_charge": [0.3103, -0.0082, -0.3014, -0.1003, -0.1168, -0.5363, 0.0396, 1.0692, -0.2623, -0.0093, -0.0457, -0.0318, -0.0939, 0.0603, 0.0828, 0.0922, 0.0860, 0.1398, 0.1443, 0.1360, 0.1165, 0.1192, 0.1139, 0.0763, -0.0050, -0.4227, -0.0096, -0.0860, -0.0016, -0.0375, -0.0652, -0.2365, 1.1244, -0.3837, -0.0825, -0.0535, -0.0636, -0.0652, -0.1106, -0.3381, -0.1713, -0.0603, -0.0562, -0.0493, -0.0868, -0.2031, -0.0896, -0.2037, -0.2604, -0.0601, -0.0425, 0.0120, -0.0858, 1.2539, -0.5141, -0.2120, -0.0674, -0.0735, -0.0486, -0.0289, -0.3564, -0.1108, -0.0605, -0.0499, -0.0492, -0.0875, 0.0899, 0.0912, 0.1025, 0.0896, 0.0977, 0.0873, 0.1236, 0.1189, 0.0980, 0.1092, 0.1156, 0.1131, 0.1138, 0.1144, 0.0425, 0.1120, 0.1149, 0.1167, 0.0933, 0.0998, 0.1179, 0.1256, 0.0805, 0.1191, 0.1100, 0.1162, 0.0976, 0.1025, 0.1177, 0.1178, 0.1163, 0.1038, 0.1997, -0.1278, 0.0811, 0.0368, 0.0034, -0.5484, 0.1150, -0.0479, -0.3981, 0.1478, 0.2347, -0.3508, 0.1971, 0.1661, 0.1105, 0.1453, 0.1847]}